ORCA calculation (ωB97M-V with the def2-TZVPD basis set) on the molecule C5H10O2.

Structure (XYZ):
```
17
Properties=species:S:1:pos:R:3:nbo_charge:R:1
O 0.332 -1.476 -0.073 -0.724
O 2.947 -0.854 0.519 -0.541
C 2.626 0.302 0.362 0.458
C 1.237 0.827 0.154 -0.541
C 0.037 -0.148 0.295 0.106
C -1.138 0.321 -0.548 -0.405
C -2.385 -0.525 -0.322 -0.608
H -3.206 -0.187 -0.961 0.209
H -1.339 1.379 -0.321 0.200
H -2.713 -0.458 0.722 0.200
H 1.143 1.582 0.933 0.233
H 1.281 1.314 -0.843 0.235
H 1.076 -1.745 0.469 0.490
H 3.397 1.107 0.405 0.108
H -2.178 -1.575 -0.545 0.225
H -0.282 -0.130 1.358 0.151
H -0.834 0.265 -1.602 0.204
```

The HOMO energy is -0.36311 hartree. Its structure (SMILES) is CC[C@@H](O)CC=O. Its total energy is -346.975077 a.u. Its relative energy (zero: lowest compared OMol25 entry of this formula, charge and spin) is 132.21 kJ/mol.